1.
Molecular formula: C6H10N3O
Method: DFT, ωB97M-V/def2-TZVPD

```
! RIJCOSX wB97M-V def2-TZVPD def2/J DEFGRID3
* xyz 1 1
C -0.669 -0.122 0.153
C -3.995 -0.446 -0.761
C 2.337 -1.281 0.240
C -1.758 -0.253 1.292
C 2.196 1.080 0.825
C 2.115 0.317 -1.524
N -2.792 -0.203 -1.117
N -1.888 -0.159 -0.153
N 2.399 -0.084 -0.099
O 2.332 -2.363 0.643
H -4.799 -0.437 -1.440
H -4.423 -0.480 0.213
H -1.892 -1.125 1.873
H -2.116 0.675 1.912
H 1.527 1.727 0.446
H 1.865 0.651 1.738
H 3.300 1.559 0.956
H 2.587 -0.470 -2.085
H 1.134 0.135 -1.554
H 2.541 1.281 -1.557
*
```

The total energy comes out at -12888.2171 eV. The value obtained for the HOMO energy is -12.8 eV. The energy relative to the best compared isomer or geometry (same formula, charge and spin) is 8.424 eV. The HOMO-LUMO gap comes out at 8.42 eV. Its LUMO energy is -4.415 eV.

2.
Molecular formula: C16H20N4O3S2
Method: DFT, ωB97M-V/def2-TZVPD

```
! RIJCOSX wB97M-V def2-TZVPD def2/J DEFGRID3
* xyz 0 1
C -2.546 1.485 -2.046
C -2.145 0.055 -1.849
C -1.117 -0.516 -2.585
C -0.767 -1.842 -2.391
C -1.428 -2.615 -1.456
C -2.444 -2.045 -0.695
C -2.797 -0.719 -0.897
H -3.586 -0.283 -0.301
N -3.079 -2.811 0.295
S -2.133 -3.754 1.283
O -1.661 -4.912 0.597
O -2.835 -3.913 2.513
C -0.699 -2.699 1.504
N -0.780 -1.421 1.589
N 0.381 -0.798 1.545
C 1.396 -1.590 1.401
N 2.701 -1.250 1.296
C 3.402 -0.065 1.040
O 4.606 -0.149 1.083
C 2.684 1.211 0.697
C 1.948 1.800 1.908
C 1.344 3.150 1.533
C 0.401 2.996 0.344
C 1.153 2.431 -0.856
C 1.745 1.069 -0.507
H 2.301 0.671 -1.359
H 0.930 0.386 -0.276
H 0.477 2.323 -1.705
H 1.951 3.119 -1.144
H -0.038 3.962 0.089
H -0.406 2.312 0.615
H 0.801 3.554 2.389
H 2.140 3.853 1.278
H 1.154 1.122 2.216
H 2.651 1.921 2.734
H 3.484 1.909 0.421
H 3.347 -2.028 1.397
S 0.918 -3.302 1.329
H -3.767 -2.308 0.836
H -1.171 -3.651 -1.303
H 0.029 -2.279 -2.975
H -0.589 0.076 -3.318
H -2.313 2.068 -1.156
H -2.025 1.923 -2.893
H -3.618 1.558 -2.221
*
```

The total energy comes out at -50689.5933 eV. The value obtained for the HOMO energy is -9.0 eV. The energy relative to the best compared isomer or geometry (same formula, charge and spin) is 1.470 eV. The HOMO-LUMO gap comes out at 8.81 eV. Its LUMO energy is -0.215 eV.

3.
Molecular formula: C7H12O
Method: DFT, ωB97M-V/def2-TZVPD

```
! RIJCOSX wB97M-V def2-TZVPD def2/J DEFGRID3
* xyz 0 1
C -1.218 0.796 -1.689
C -1.101 1.916 -0.649
C -0.970 1.350 0.810
C 1.834 -2.822 0.576
C 1.535 -1.521 0.337
O 2.442 -0.675 -0.246
C 0.266 -0.912 0.702
C 0.231 0.472 0.905
H -0.429 0.053 -1.458
H -2.189 0.292 -1.608
H -1.155 1.194 -2.722
H -1.927 2.583 -0.665
H -0.285 2.504 -0.808
H -0.927 2.210 1.438
H -1.902 0.820 1.109
H 1.051 -3.463 1.022
H 2.750 -3.211 0.372
H 2.096 0.180 -0.051
H -0.595 -1.601 0.817
H 0.494 -0.162 1.809
*
```

The total energy comes out at -9496.3082 eV. The value obtained for the HOMO energy is -8.0 eV. The energy relative to the best compared isomer or geometry (same formula, charge and spin) is 4.510 eV. The HOMO-LUMO gap comes out at 7.88 eV. Its LUMO energy is -0.109 eV.

4.
Molecular formula: C30H52N4O22
Method: DFT, ωB97M-V/def2-TZVPD

```
! RIJCOSX wB97M-V def2-TZVPD def2/J DEFGRID3
* xyz 0 1
C -24.151 6.493 4.063
C -24.920 5.606 3.156
O -24.338 4.846 2.399
N -26.252 5.751 3.140
C -27.111 5.081 2.251
H -23.458 5.903 4.662
H -24.840 7.041 4.705
H -23.462 7.137 3.517
H -26.757 6.334 3.793
H -26.662 4.809 1.296
H -28.062 5.587 2.088
H -27.400 4.150 2.739
C -25.922 1.587 1.781
C -24.657 0.940 1.316
O -24.399 0.875 0.117
N -23.798 0.450 2.292
C -22.627 -0.302 2.140
H -26.147 1.209 2.779
H -26.700 1.461 1.029
H -25.794 2.667 1.860
H -24.075 0.564 3.257
H -21.761 0.359 2.191
H -22.717 -0.830 1.190
H -22.639 -1.025 2.955
C -25.354 -0.177 7.302
C -24.827 0.731 6.142
O -24.969 0.379 4.985
N -24.277 1.863 6.463
C -23.738 2.819 5.521
H -26.409 -0.416 7.172
H -25.136 0.246 8.283
H -24.804 -1.112 7.198
H -24.145 2.075 7.441
H -24.225 3.747 5.820
H -23.843 2.365 4.535
H -22.723 2.999 5.874
C -25.243 1.161 11.282
C -25.471 2.191 10.205
O -24.625 2.517 9.350
N -26.635 2.841 10.138
C -27.685 2.962 11.168
H -25.990 1.155 12.076
H -24.287 1.239 11.800
H -25.329 0.146 10.896
H -26.646 3.409 9.303
H -28.036 1.977 11.477
H -28.494 3.560 10.750
H -27.436 3.572 12.037
C -22.143 5.352 8.876
C -21.521 4.119 8.341
O -20.127 4.226 8.820
C -19.897 5.528 9.190
O -18.847 6.070 9.485
O -21.037 6.167 9.226
H -22.804 5.171 9.724
H -22.725 5.718 8.031
H -21.527 3.994 7.258
H -22.038 3.288 8.821
C -29.538 -1.792 7.543
C -28.603 -2.247 8.686
O -28.086 -0.974 9.190
C -28.935 0.005 8.816
O -28.862 1.110 9.208
O -29.851 -0.488 7.907
H -30.451 -2.384 7.469
H -29.038 -1.847 6.576
H -27.758 -2.838 8.333
H -29.143 -2.759 9.482
C -21.488 3.166 1.874
C -21.197 4.608 1.518
O -20.325 4.516 0.375
C -19.858 3.279 0.286
O -19.034 2.855 -0.540
O -20.365 2.506 1.234
H -22.500 2.911 1.558
H -21.468 3.003 2.951
H -20.653 5.114 2.315
H -22.060 5.175 1.171
C -21.364 -0.466 7.049
C -20.315 0.559 7.638
O -20.680 0.503 9.017
C -21.853 -0.094 9.292
O -22.470 -0.033 10.330
O -22.198 -0.767 8.184
H -20.832 -1.378 6.779
H -21.997 -0.131 6.227
H -20.488 1.560 7.243
H -19.281 0.221 7.566
C -23.116 -3.826 5.646
C -21.737 -4.297 5.645
O -21.584 -5.180 6.846
C -22.584 -4.919 7.602
O -22.753 -5.444 8.721
O -23.456 -3.986 7.036
H -23.707 -4.358 4.901
H -23.129 -2.761 5.415
H -20.976 -3.521 5.550
H -21.649 -4.943 4.772
C -28.702 3.865 5.886
C -27.887 2.705 6.303
O -28.762 1.634 6.110
C -29.803 1.930 5.404
O -30.714 1.212 5.005
O -29.885 3.261 5.422
H -28.210 4.411 5.081
H -28.877 4.456 6.784
H -27.492 2.791 7.315
H -27.026 2.576 5.647
*
```

The total energy comes out at -82958.5742 eV. The value obtained for the HOMO energy is -9.3 eV. The energy relative to the best compared isomer or geometry (same formula, charge and spin) is 0.000 eV. The HOMO-LUMO gap comes out at 8.83 eV. Its LUMO energy is -0.503 eV.

5.
Molecular formula: C9H22N2NiO5
Method: DFT, ωB97M-V/def2-TZVPD

```
! RIJCOSX wB97M-V def2-TZVPD def2/J DEFGRID3
* xyz 1 4
Ni -36.615 -13.464 -19.807
C -37.918 -12.864 -18.090
O -38.368 -12.651 -19.143
O -37.751 -14.097 -18.062
O -36.830 -12.329 -18.143
C -36.075 -16.859 -20.156
C -37.416 -16.414 -20.928
C -38.629 -16.925 -20.193
O -39.807 -16.707 -21.088
C -40.995 -17.364 -20.756
N -37.376 -14.955 -21.210
H -36.151 -16.438 -19.154
H -35.178 -16.447 -20.620
H -35.932 -17.939 -20.117
H -37.495 -16.922 -21.889
H -38.667 -16.407 -19.234
H -38.519 -17.992 -20.001
H -41.166 -17.345 -19.680
H -41.114 -18.435 -20.916
H -41.766 -16.778 -21.256
H -38.372 -14.790 -21.211
H -37.312 -14.945 -22.218
C -33.949 -12.053 -22.782
C -34.609 -12.937 -21.687
C -33.869 -13.336 -20.434
O -34.785 -14.092 -19.700
C -34.385 -14.552 -18.413
N -35.781 -12.230 -21.199
H -32.924 -12.304 -23.055
H -33.791 -11.010 -22.508
H -34.398 -12.033 -23.775
H -34.954 -13.876 -22.119
H -33.563 -12.472 -19.844
H -33.035 -13.984 -20.704
H -33.663 -15.369 -18.438
H -35.181 -14.899 -17.754
H -34.022 -13.650 -17.921
H -35.483 -11.392 -20.720
H -36.058 -11.822 -22.081
*
```

The total energy comes out at -63937.5989 eV. The value obtained for the HOMO energy (spin up / spin down) is -12.7 / -12.7 eV. As for the expectation value of S²: 3.763. The energy relative to the best compared isomer or geometry (same formula, charge and spin) is 1.067 eV. The HOMO-LUMO gap (spin up / spin down) comes out at 8.66 / 7.55 eV. Its LUMO energy (spin up / spin down) is -4.009 / -5.115 eV.

6.
Molecular formula: C8H21NO8S3
Method: DFT, ωB97M-V/def2-TZVPD

```
! RIJCOSX wB97M-V def2-TZVPD def2/J DEFGRID3
* xyz 0 1
C 3.538 1.104 -3.086
O 2.989 2.433 -2.729
C 1.973 2.861 -3.709
O 2.383 3.627 -4.758
N 0.487 2.575 -3.645
S 0.091 1.298 -2.516
H 2.663 0.435 -3.546
H 3.950 0.630 -2.074
H 4.425 1.186 -3.871
H 0.168 2.351 -4.621
H -0.614 0.352 -3.292
O -3.554 -0.014 -1.412
S -3.258 0.439 -0.072
O -2.274 -0.213 0.763
O -4.654 0.564 0.764
C -5.483 -0.587 0.873
C -4.907 -1.601 1.844
C -2.868 2.172 -0.130
H -5.653 -1.034 -0.113
H -6.456 -0.250 1.246
H -3.964 -2.012 1.472
H -5.599 -2.434 1.994
H -4.696 -1.133 2.811
H -3.620 2.687 -0.730
H -1.884 2.273 -0.592
H -2.842 2.563 0.888
O 2.193 -3.350 1.298
S 2.084 -1.932 1.041
O 2.876 -1.268 0.030
O 2.251 -1.125 2.450
C 3.433 -1.333 3.213
C 4.631 -0.639 2.589
C 0.376 -1.536 0.750
H 3.621 -2.404 3.348
H 3.254 -0.910 4.207
H 4.883 -1.081 1.621
H 5.509 -0.724 3.234
H 4.415 0.420 2.415
H -0.235 -2.002 1.524
H 0.108 -1.934 -0.231
H 0.258 -0.451 0.755
*
```

The total energy comes out at -59008.3536 eV. The value obtained for the HOMO energy is -9.4 eV. The HOMO-LUMO gap comes out at 9.55 eV. Its LUMO energy is 0.192 eV.

> Which formula does entry 3 have?

C7H12O

> Which formula does entry 5 have?

C9H22N2NiO5